An isolated molecule of C3H3NO3S. Source: the Open Molecules 2025 dataset; level of theory: the ωB97M-V functional and the def2-TZVPD basis.

```
! RIJCOSX wB97M-V def2-TZVPD def2/J DEFGRID3
* xyz 0 1
O 1.536 -1.911 0.901
C 1.110 -0.887 0.262
N 0.478 0.133 1.062
C -0.824 0.504 0.846
O -1.600 0.893 1.692
S -1.171 0.656 -0.985
C 0.458 0.473 -1.544
O 1.182 -0.687 -1.004
H 0.549 -0.077 2.120
H 1.035 1.411 -1.220
H 0.396 0.342 -2.662
*
```

Summary:
HOMO ... -10.36 eV
SMILES ... O=C1NC(=O)SCO1

Results of the Löwdin charge analysis, in e, for atoms 1 through 4:
1. O 0.057
2. C -0.512
3. N 0.118
4. C -0.692